# 1
71
Properties=species:S:1:pos:R:3:forces:R:3:mulliken_charge:R:1 method="wB97M-V/def2-TZVPD" smiles="C[C@H](I)C[C@H]1OC(=O)O[C@@H]1C[C@H](O)CN.O=C1OCCO1.O=C1OCCO1.O=C1OCCO1.O=C1OCCO1" orbital_gap_ha=0.34953 e_homo_ev=-9.4
C 4.099 0.308 3.620 0.1 0.3 -1.0 -0.85
C 4.066 -0.916 2.522 0.9 -0.9 1.2 -0.56
I 3.371 -0.019 0.620 0.4 -0.6 0.9 0.11
C 3.179 -2.225 2.991 -0.6 -0.9 0.0 -0.58
C 1.572 -2.030 2.727 -1.2 -0.8 0.7 0.45
O 1.104 -2.570 1.408 -0.8 -1.9 0.5 -0.20
C 0.262 -3.780 1.457 0.9 -1.0 -2.6 0.49
O 0.128 -4.548 0.373 0.3 5.0 7.7 -0.64
O -0.268 -3.888 2.826 2.8 1.1 -3.9 -0.33
C 0.499 -2.907 3.663 -0.4 0.1 2.2 0.12
C -0.653 -2.029 4.454 0.8 0.6 0.4 -1.10
C -1.320 -0.823 3.566 -0.5 0.1 0.8 0.38
O -1.087 0.456 4.311 1.3 -0.3 -2.2 -0.59
C -2.951 -0.957 3.344 0.2 0.3 -0.8 -0.64
N -3.238 -0.375 1.944 1.5 -0.5 0.7 -0.54
H 5.007 1.010 3.299 -2.0 -1.5 0.9 0.31
H 4.216 -0.057 4.737 -0.2 0.7 -2.4 0.29
H 3.116 0.950 3.467 2.0 -1.3 0.6 0.25
H 5.162 -1.309 2.295 -2.4 0.9 0.5 0.44
H 3.521 -3.233 2.452 -0.6 2.4 1.0 0.22
H 3.321 -2.420 4.159 -0.3 0.6 -2.4 0.28
H 1.413 -0.853 2.843 -0.2 -2.7 -0.7 -0.04
H 1.063 -3.572 4.479 -1.1 1.5 -1.9 0.28
H -0.089 -1.511 5.367 -1.3 -1.0 -2.0 0.33
H -1.506 -2.702 4.931 2.0 1.1 -1.2 0.36
H -0.852 -0.667 2.503 -0.8 -0.8 1.9 0.29
H -0.380 0.975 3.796 -1.6 -1.2 1.2 0.34
H -3.588 -0.294 4.086 1.7 -1.6 -1.2 0.28
H -3.318 -2.091 3.332 0.9 2.5 0.2 0.30
H -2.600 0.469 1.828 -1.2 -1.3 0.2 0.24
H -2.833 -1.091 1.299 -0.5 0.9 0.4 0.24
O -4.451 3.060 -1.426 -0.5 -2.6 -0.6 -0.56
C -4.694 1.892 -1.682 0.5 2.4 0.5 0.59
O -4.057 0.829 -1.110 -0.2 0.9 -0.4 -0.22
C -4.770 -0.332 -1.494 0.0 -1.1 0.5 -0.33
C -5.456 0.087 -2.753 -0.4 -0.7 -0.8 -0.34
O -5.637 1.479 -2.577 0.5 0.5 0.7 -0.31
H -4.088 -1.172 -1.651 0.0 0.2 0.1 0.32
H -5.477 -0.591 -0.698 0.1 0.0 0.0 0.28
H -4.838 -0.080 -3.641 0.0 0.0 0.1 0.26
H -6.418 -0.415 -2.890 0.1 0.3 0.0 0.29
O 2.557 3.313 0.129 -1.7 -0.2 -2.1 -0.56
C 1.800 3.206 -0.822 1.5 0.3 1.9 0.62
O 0.799 4.087 -1.114 0.8 -0.6 0.5 -0.30
C 0.309 3.741 -2.396 -0.8 0.5 -0.8 -0.33
C 0.680 2.300 -2.529 -0.5 -0.8 -0.8 -0.22
O 1.844 2.189 -1.731 0.3 0.7 0.8 -0.29
H -0.771 3.900 -2.454 0.2 0.1 0.1 0.38
H 0.802 4.371 -3.145 -0.1 -0.1 0.1 0.17
H -0.088 1.631 -2.127 0.1 0.1 0.0 0.21
H 0.891 2.018 -3.564 0.1 0.0 0.2 0.31
O 4.342 -6.816 -3.686 -2.0 -0.2 1.9 -0.55
C 3.456 -6.878 -2.849 1.8 0.2 -1.8 0.67
O 2.455 -5.960 -2.716 1.0 -0.6 -0.2 -0.31
C 1.521 -6.501 -1.801 -1.2 0.5 0.4 0.10
C 2.337 -7.471 -1.010 -0.3 -0.4 1.0 -0.30
O 3.339 -7.875 -1.924 0.2 0.5 -0.8 -0.33
H 1.089 -5.714 -1.177 0.2 -0.1 -0.3 0.02
H 0.718 -6.990 -2.363 0.1 0.0 0.0 0.22
H 2.816 -7.005 -0.143 0.0 0.0 -0.1 0.26
H 1.750 -8.330 -0.673 0.2 0.0 -0.1 0.30
O -1.191 6.137 -5.710 0.9 1.5 2.2 -0.55
C -0.797 6.831 -4.788 -0.9 -1.4 -2.1 0.59
O -0.667 6.400 -3.499 -0.3 0.2 -0.9 -0.19
C 0.023 7.414 -2.793 0.5 0.0 1.1 -0.34
C -0.254 8.642 -3.598 0.1 1.1 0.3 -0.35
O -0.427 8.139 -4.910 -0.2 -1.0 -0.1 -0.31
H -0.348 7.495 -1.768 0.0 -0.2 -0.2 0.33
H 1.089 7.163 -2.767 -0.1 0.0 0.0 0.26
H -1.176 9.146 -3.288 0.1 -0.1 0.0 0.26
H 0.571 9.358 -3.563 -0.2 -0.1 -0.2 0.30


# 2
61
Properties=species:S:1:pos:R:3:forces:R:3:nbo_charge:R:1 method="wB97M-V/def2-TZVPD" orbital_gap_ha="0.27697 / 0.28815" e_homo_ev="-6.9 / -7.7" spin_multiplicity=3
Pd 0.315 -0.059 0.052 0.2 0.3 -0.2 0.92
N 1.650 -0.954 3.815 -0.2 0.0 -0.1 -0.80
C 0.676 -0.828 2.883 0.1 0.2 -0.1 0.71
O 0.214 0.271 2.582 0.1 0.1 0.1 -0.67
C 0.180 -2.091 2.215 0.1 -0.1 0.2 -0.55
C -0.634 -1.770 0.987 -0.2 0.0 -0.1 -0.65
H 2.099 -0.106 4.115 0.0 0.0 0.0 0.41
H 2.164 -1.814 3.882 0.0 0.0 0.0 0.40
H -0.385 -2.654 2.973 0.0 0.0 0.0 0.23
H 1.042 -2.714 1.962 0.0 0.1 0.0 0.23
H -1.638 -1.417 1.226 0.0 0.0 0.0 0.18
H -0.677 -2.606 0.294 0.0 -0.1 0.0 0.19
C -0.621 -1.696 -2.414 0.0 0.0 -0.1 -0.41
N -0.286 -0.292 -2.167 -0.1 0.0 0.1 -0.45
C 0.736 0.128 -3.134 0.0 -0.1 0.1 -0.44
C -1.491 0.543 -2.269 0.0 0.0 -0.1 -0.23
C -1.314 1.899 -1.615 -0.1 0.1 0.1 -0.24
N -1.129 1.761 -0.164 0.1 -0.2 0.0 -0.47
C -2.401 1.659 0.545 0.1 0.0 0.0 -0.42
C -0.293 2.835 0.384 0.1 0.1 0.0 -0.44
H -0.961 -1.842 -3.448 0.0 0.0 0.0 0.18
H -1.407 -2.015 -1.732 0.0 0.0 0.0 0.21
H 0.262 -2.310 -2.242 0.0 0.0 0.0 0.22
H 0.339 0.067 -4.157 0.0 0.0 0.0 0.18
H 1.591 -0.539 -3.048 0.0 0.0 0.0 0.23
H 1.083 1.136 -2.922 0.0 0.0 0.0 0.23
H -2.306 0.012 -1.774 0.0 0.0 0.0 0.20
H -1.778 0.667 -3.323 0.0 0.0 0.0 0.19
H -2.193 2.519 -1.835 0.0 0.0 0.0 0.19
H -0.446 2.418 -2.022 0.1 -0.1 0.0 0.22
H -2.939 2.616 0.531 0.0 0.0 0.0 0.18
H -2.210 1.362 1.575 0.0 0.0 0.0 0.23
H -3.029 0.899 0.079 0.0 0.0 0.0 0.20
H -0.645 3.843 0.120 -0.3 -0.1 0.1 0.18
H 0.716 2.739 -0.010 0.1 0.0 0.0 0.24
H -0.241 2.726 1.465 0.0 0.0 0.0 0.23
S 3.080 2.335 -1.192 0.0 -0.1 0.0 -0.67
P 3.766 0.503 -0.922 -0.1 0.0 0.0 1.14
S 2.690 -0.803 0.204 -0.1 -0.1 0.0 -0.70
C 5.440 0.518 -0.203 0.1 0.1 0.0 -0.30
C 6.230 1.655 -0.340 0.0 0.0 0.0 -0.22
C 7.534 1.661 0.134 0.0 0.0 0.0 -0.20
C 8.057 0.531 0.746 0.0 0.0 0.0 -0.21
C 7.271 -0.605 0.887 0.0 0.0 0.0 -0.22
C 5.967 -0.613 0.416 0.0 0.0 0.0 -0.22
C 4.078 -0.292 -2.546 0.0 -0.1 0.0 -0.30
C 4.347 0.487 -3.668 0.0 0.0 0.1 -0.23
C 4.592 -0.116 -4.893 0.0 0.0 0.0 -0.21
C 4.569 -1.499 -5.009 0.0 0.0 0.0 -0.21
C 4.309 -2.280 -3.892 0.0 0.0 0.0 -0.22
C 4.066 -1.679 -2.666 0.0 0.0 0.0 -0.23
H 5.808 2.537 -0.805 0.0 0.0 0.0 0.24
H 8.141 2.551 0.028 0.0 0.0 0.0 0.21
H 9.075 0.536 1.116 0.0 0.0 0.0 0.21
H 7.673 -1.488 1.369 0.0 0.0 0.0 0.21
H 5.350 -1.494 0.537 0.0 0.0 0.0 0.23
H 4.342 1.566 -3.572 0.0 0.0 0.0 0.24
H 4.797 0.498 -5.761 0.0 0.0 0.0 0.21
H 4.752 -1.967 -5.969 0.0 0.0 0.0 0.21
H 4.291 -3.360 -3.976 0.0 0.0 0.0 0.21
H 3.842 -2.282 -1.795 0.0 0.0 0.0 0.23


# 3
66
Properties=species:S:1:pos:R:3:forces:R:3:nbo_charge:R:1 method="wB97M-V/def2-TZVPD" orbital_gap_ha="0.15303 / 0.15909" e_homo_ev="0.0 / -0.2" spin_multiplicity=5 total_charge=-2
Cr 0.374 -0.848 -0.124 0.3 0.3 0.1 0.95
C 2.976 -1.334 1.743 0.0 0.0 0.0 -0.23
C 1.918 -2.391 2.070 -0.1 0.1 0.0 -0.27
N 0.536 -1.998 1.759 -0.1 -0.1 -0.1 -0.76
C -0.133 -1.296 2.849 -0.1 -0.1 -0.1 -0.21
C 0.444 0.101 3.038 0.0 0.1 0.0 -0.22
N 0.453 0.843 1.783 0.2 0.0 0.1 -0.65
C 1.570 1.732 1.543 0.0 0.0 0.0 -0.21
C 2.813 1.005 0.937 -0.1 0.0 0.0 -0.21
N 2.571 -0.403 0.675 -0.1 -0.1 -0.2 -0.68
H 3.877 -1.875 1.440 0.0 0.0 0.0 0.22
H 3.237 -0.738 2.621 0.0 0.0 0.0 0.16
H 1.997 -2.677 3.128 0.0 0.0 0.0 0.18
H 2.136 -3.290 1.497 0.0 0.0 -0.1 0.30
H 0.058 -2.901 1.577 0.0 0.0 0.0 0.46
H -0.050 -1.851 3.794 0.0 0.0 0.0 0.18
H -1.198 -1.221 2.608 0.1 0.0 0.0 0.20
H 1.471 0.025 3.398 0.0 0.0 0.0 0.19
H -0.120 0.621 3.825 0.0 0.0 0.0 0.17
H -0.431 1.290 1.595 0.1 -0.1 0.0 0.38
H 1.870 2.279 2.450 0.0 0.0 0.0 0.16
H 1.227 2.471 0.817 0.0 0.0 0.0 0.21
H 3.679 1.138 1.597 0.0 0.0 0.0 0.17
H 3.052 1.495 -0.005 0.0 0.0 -0.1 0.21
H 2.977 -0.701 -0.201 0.2 0.0 0.0 0.41
S 0.115 -5.143 1.321 0.0 0.0 0.0 -0.94
As 1.329 -5.233 -0.501 0.0 0.1 -0.1 0.60
S -0.849 -2.364 -1.535 0.1 0.0 0.0 -0.59
S 1.157 -2.976 -1.471 0.0 -0.6 0.1 -0.40
S 3.454 -4.979 -0.053 -0.1 0.1 0.1 -0.97
C 2.276 2.678 -2.857 0.0 0.1 0.0 -1.13
Si 1.517 0.931 -2.760 0.0 -0.1 -0.1 1.84
C 0.868 0.472 -4.459 -0.1 0.0 -0.2 -1.14
C 3.001 -0.192 -2.561 0.0 -0.1 0.1 -1.14
N 0.327 0.786 -1.521 -0.4 0.3 0.3 -1.22
C -0.858 1.468 -1.668 0.0 0.0 -0.1 0.15
C -1.111 2.435 -2.676 0.0 0.0 0.1 -0.29
C -2.326 3.080 -2.856 0.0 0.0 0.0 -0.21
C -3.400 2.808 -2.030 0.0 0.0 0.0 -0.29
C -3.209 1.889 -1.002 0.0 0.0 0.0 -0.30
C -1.993 1.266 -0.824 0.1 -0.1 0.1 0.29
O -1.791 0.407 0.257 -0.3 0.0 -0.1 -0.54
C -2.869 -0.059 0.981 0.2 0.1 -0.2 0.37
C -3.347 0.701 2.035 -0.2 0.0 0.3 -0.29
C -4.364 0.191 2.837 0.2 0.1 -0.1 -0.22
C -4.879 -1.071 2.580 -0.1 0.0 0.1 -0.23
C -4.383 -1.821 1.525 0.2 0.0 -0.2 -0.19
C -3.375 -1.318 0.708 -0.1 -0.2 0.1 -0.25
H 3.311 2.614 -3.206 0.0 0.0 0.0 0.22
H 2.280 3.147 -1.868 0.0 0.0 0.0 0.22
H 1.743 3.350 -3.533 0.0 0.0 0.0 0.22
H 1.650 0.634 -5.208 0.0 0.0 0.0 0.21
H -0.023 1.025 -4.758 0.0 0.0 0.0 0.23
H 0.610 -0.591 -4.451 0.0 0.0 0.0 0.26
H 3.462 -0.268 -3.551 0.0 0.1 0.0 0.23
H 2.727 -1.210 -2.266 0.1 0.1 0.0 0.28
H 3.763 0.205 -1.886 0.1 0.0 0.1 0.21
H -0.314 2.678 -3.358 0.1 0.0 0.0 0.20
H -2.426 3.794 -3.667 0.0 0.0 0.0 0.19
H -4.362 3.285 -2.169 0.0 0.0 0.0 0.19
H -4.026 1.654 -0.332 0.0 0.0 0.0 0.21
H -2.921 1.680 2.220 0.0 0.0 0.0 0.22
H -4.738 0.777 3.668 0.0 0.0 0.0 0.20
H -5.654 -1.479 3.218 0.0 0.0 0.0 0.20
H -4.755 -2.822 1.345 0.0 0.0 0.0 0.22
H -2.923 -1.907 -0.083 0.0 0.0 0.0 0.28